The following is a DFT calculation (ωB97M-V with the def2-TZVPD basis set) of C27H34NO7Y as an isolated structure at a distorted geometry.

strongest force on any atom = 0.0563 Eh/bohr
2S+1 = 1
HOMO-LUMO gap = 2.17 eV
total charge = -2
HOMO level = 2.00 eV
LUMO level = 4.17 eV

```
70
Properties=species:S:1:pos:R:3:forces:R:3
C -2.166 3.177 0.709 -0.2 1.2 1.0
C -0.838 2.459 1.052 -0.2 -0.1 0.5
C -2.651 2.602 -0.627 0.3 0.1 0.0
C -1.445 1.802 -1.256 -0.1 -0.7 -0.6
H -2.921 3.443 -1.272 -0.2 -0.3 0.1
H -3.540 1.974 -0.474 0.5 0.0 -0.1
C -0.182 2.170 -0.283 0.1 0.7 -0.1
H -1.073 1.512 1.569 0.1 0.4 -0.1
H -0.263 3.118 1.724 0.1 -0.5 -0.1
C 1.255 1.531 -0.173 0.4 -0.5 0.1
H 0.088 3.158 -0.704 0.2 0.1 0.2
H -1.196 2.285 -2.220 0.1 0.1 0.3
C -1.894 0.444 -1.616 1.0 0.6 0.5
C -3.154 3.061 1.866 0.5 -2.5 0.5
C -2.045 4.707 0.630 -0.1 0.1 -1.7
O -2.623 5.409 -0.185 0.6 -0.5 0.8
O -3.252 2.057 2.563 -0.3 1.5 -0.7
O -3.911 4.156 2.062 -0.5 -0.1 0.5
O -1.258 5.241 1.579 -0.1 0.5 -0.1
C -1.277 6.672 1.522 0.2 -0.2 0.1
H -0.632 6.995 2.336 0.0 0.1 0.0
H -2.304 7.031 1.647 0.2 0.0 0.0
H -0.894 7.006 0.554 -0.1 0.1 0.2
C -4.841 4.032 3.147 0.0 -0.1 0.0
H -5.468 3.142 3.014 0.2 0.2 0.0
H -5.446 4.937 3.117 0.0 -0.1 0.0
H -4.317 3.953 4.109 -0.1 0.0 -0.3
O 1.506 0.216 0.248 -1.9 2.1 -0.6
H 1.819 2.156 0.557 -0.4 0.3 -0.3
H 1.777 1.686 -1.143 -0.4 0.1 0.1
C -1.401 -0.176 -2.860 0.2 0.0 -0.2
C -2.570 -0.397 -0.618 -0.2 -0.2 0.2
H -3.660 -0.454 -0.804 -0.6 -0.4 0.3
H -2.465 -0.022 0.415 0.0 -0.2 -0.2
H -2.206 -1.443 -0.647 -0.1 0.1 0.2
H -1.200 -1.255 -2.761 0.0 0.1 -0.1
H -0.464 0.290 -3.209 0.0 -0.1 -0.1
H -2.121 -0.055 -3.688 -0.1 -0.3 -0.7
Y 1.681 -1.758 -0.025 0.4 -0.6 -0.9
C 4.057 -2.399 -1.614 0.2 0.7 0.6
C 3.923 -1.068 -2.112 0.2 -0.2 1.1
C 4.033 -0.179 -1.004 0.6 -0.9 0.1
H 3.826 -0.784 -3.160 -0.1 -0.1 0.3
C 4.234 -0.954 0.187 0.4 -0.2 -1.2
C 4.239 -2.340 -0.193 0.5 0.7 -0.7
H 4.415 -3.189 0.464 -0.1 0.2 -0.2
H 4.090 -3.295 -2.225 -0.2 0.1 0.2
H 4.032 0.903 -1.073 -0.3 -0.2 0.1
H 4.443 -0.561 1.180 -0.3 -0.1 -0.2
C 0.280 -3.419 1.592 0.4 0.3 0.4
C 1.666 -3.463 1.917 -0.4 -0.1 1.0
C 2.037 -2.192 2.457 -0.8 -0.3 0.4
H 2.318 -4.337 1.828 -0.3 0.5 -0.1
C 0.874 -1.362 2.453 -0.3 -0.8 0.4
C -0.211 -2.116 1.906 0.7 0.0 0.5
H -1.242 -1.774 1.799 0.4 0.0 -0.1
H -0.329 -4.249 1.228 0.3 0.3 -0.1
H 3.020 -1.922 2.848 -0.3 -0.1 -0.3
H 0.800 -0.343 2.836 0.1 -0.3 -0.4
O 0.461 -2.837 -1.779 0.6 -2.0 -0.3
C 1.045 -3.976 -1.731 0.2 1.1 0.6
C 0.841 -5.181 -2.642 -0.3 0.0 -0.3
C 1.878 -6.174 -2.128 0.1 -0.5 -0.2
C 2.536 -5.477 -0.936 -0.5 1.4 0.2
O 3.412 -5.938 -0.225 -0.3 -0.1 -0.3
N 1.978 -4.207 -0.800 -0.1 -1.0 -0.6
H -0.181 -5.569 -2.535 0.2 0.3 -0.1
H 1.009 -4.920 -3.695 -0.2 0.1 0.3
H 1.435 -7.126 -1.809 0.1 0.2 0.0
H 2.633 -6.416 -2.889 -0.1 0.1 0.3
```
Forces are in eV/Å.